1.
Here is a molecular structure, C34H38BLuN6O2PS2 in a non-equilibrium geometry from OMol25. Energies are from the ωB97M-V functional and the def2-TZVPD basis.

Structure (ORCA input):
```
! wB97M-V def2-TZVPD RIJCOSX def2/J DEFGRID3
* xyz 0 2
Lu 0.07 0.00 0.14
C 1.83 -3.33 4.27
C 1.21 -2.08 3.77
C 0.71 -1.03 4.49
C 0.27 -0.08 3.55
N 0.49 -0.56 2.30
N 1.08 -1.80 2.45
B 1.56 -2.61 1.28
N 2.59 -1.79 0.44
N 2.31 -0.52 0.11
C 3.38 -0.01 -0.48
C 4.39 -0.97 -0.55
C 3.84 -2.10 0.05
C 4.47 -3.42 0.28
C 3.42 1.40 -0.87
C 2.46 2.30 -0.40
C 2.53 3.64 -0.71
C 3.57 4.12 -1.49
C 4.52 3.24 -1.98
C 4.45 1.89 -1.67
N 0.34 -2.98 0.35
N -0.72 -2.15 0.25
C -1.66 -2.79 -0.45
C -1.19 -4.05 -0.83
C 0.09 -4.13 -0.31
C 1.06 -5.25 -0.41
C -2.99 -2.21 -0.63
C -3.45 -1.25 0.27
C -4.74 -0.76 0.17
C -5.59 -1.24 -0.81
C -5.14 -2.19 -1.71
C -3.84 -2.67 -1.63
C -0.34 1.19 3.76
C -0.53 2.07 2.68
C -1.18 3.29 2.84
C -1.66 3.67 4.08
C -1.46 2.82 5.17
C -0.82 1.62 5.02
H 1.80 -3.34 5.36
H 2.86 -3.42 3.95
H 1.29 -4.21 3.91
H 0.69 -0.95 5.56
H 2.08 -3.62 1.64
H 5.38 -0.87 -0.94
H 5.52 -3.39 0.00
H 3.99 -4.20 -0.32
H 4.39 -3.72 1.33
H 1.64 1.96 0.24
H 1.78 4.31 -0.32
H 3.64 5.17 -1.73
H 5.33 3.60 -2.60
H 5.20 1.22 -2.05
H -1.72 -4.82 -1.36
H 0.53 -6.18 -0.63
H 1.62 -5.38 0.51
H 1.77 -5.07 -1.21
H -2.80 -0.92 1.09
H -5.08 -0.02 0.88
H -6.60 -0.87 -0.88
H -5.80 -2.56 -2.49
H -3.49 -3.41 -2.34
H -0.06 1.88 1.71
H -1.30 3.94 1.98
H -2.17 4.61 4.20
H -1.82 3.11 6.15
H -0.69 0.97 5.88
C 0.49 4.84 -3.59
C -0.61 3.84 -3.32
O 0.00 2.56 -3.06
P -0.89 1.38 -2.49
S 0.20 -0.27 -2.51
S -1.63 1.85 -0.67
O -2.07 1.37 -3.56
C -3.31 0.68 -3.32
C -4.44 1.68 -3.43
H 0.05 5.80 -3.87
H 1.13 4.50 -4.40
H 1.10 4.99 -2.71
H -1.27 3.72 -4.18
H -1.21 4.12 -2.45
H -3.29 0.21 -2.34
H -3.37 -0.10 -4.08
H -4.38 2.42 -2.64
H -5.40 1.16 -3.34
H -4.41 2.18 -4.40
*
```

F_max   1.4 eV/A
E   -114174.7314 eV
Orbital gap (spin up / spin down)   0.1543 / 0.2962 hartree
Molar mass   843.6 g/mol
Energy above the lowest of the compared OMol25 structures with the same formula, charge and spin   0.0000 eV
⟨S²⟩   0.762

=====

2.
Here is a molecular structure, C34H38Br2CrN3O4 in a non-equilibrium geometry from OMol25. Energies are from the ωB97M-V functional and the def2-TZVPD basis.

Structure (ORCA input):
```
! wB97M-V def2-TZVPD RIJCOSX def2/J DEFGRID3
* xyz 2 4
Cr 1.58 1.53 -0.43
C -5.66 2.13 -2.26
C -5.35 1.45 -0.92
C -5.67 2.43 0.22
C -6.25 0.21 -0.78
C -3.88 1.08 -0.79
C -2.89 1.78 -1.48
C -1.59 1.50 -1.15
Br -0.12 2.29 -2.15
C -1.16 0.61 -0.18
O 0.14 0.60 0.21
C -2.12 -0.23 0.37
C -3.45 0.06 0.06
C -1.81 -1.48 1.22
C -2.40 -1.32 2.63
C -2.46 -2.69 0.52
C -0.32 -1.80 1.35
H -6.72 2.33 -2.33
H -5.38 1.48 -3.11
H -5.14 3.08 -2.37
H -6.73 2.72 0.18
H -5.07 3.34 0.13
H -5.48 1.98 1.19
H -7.28 0.48 -1.03
H -6.26 -0.18 0.24
H -5.94 -0.59 -1.46
H -3.13 2.49 -2.26
H -4.21 -0.56 0.51
H -3.45 -1.03 2.60
H -1.86 -0.56 3.19
H -2.33 -2.27 3.17
H -3.55 -2.64 0.53
H -2.17 -3.61 1.03
H -2.14 -2.76 -0.52
H 0.22 -1.03 1.91
H 0.15 -1.94 0.37
H -0.21 -2.74 1.90
O 2.55 0.90 1.31
C 2.01 1.68 2.42
C 1.91 3.09 1.93
C 2.15 4.17 2.73
C 2.03 5.45 2.20
C 1.66 5.60 0.87
C 1.44 4.47 0.12
N 1.56 3.23 0.63
H 2.55 -0.04 1.56
H 2.66 1.60 3.28
H 1.01 1.30 2.66
H 2.43 4.02 3.77
H 2.23 6.32 2.82
H 1.55 6.57 0.42
H 1.13 4.54 -0.92
C 4.29 3.09 -1.58
O 3.54 1.90 -1.25
C 4.27 0.72 -1.06
C 5.60 0.65 -0.72
C 6.14 -0.60 -0.42
Br 7.94 -0.70 0.09
C 5.36 -1.75 -0.44
C 4.02 -1.66 -0.82
C 3.51 -0.43 -1.15
O 2.15 -0.24 -1.43
C 3.11 -2.82 -0.74
N 3.01 -3.59 0.29
C 1.98 -4.47 -0.01
C 1.47 -5.53 0.74
C 0.45 -6.28 0.18
C -0.05 -5.99 -1.10
C 0.43 -4.94 -1.86
C 1.45 -4.19 -1.28
N 2.17 -3.08 -1.73
H 4.90 2.89 -2.45
H 4.90 3.41 -0.74
H 3.56 3.86 -1.82
H 6.22 1.53 -0.67
H 5.78 -2.71 -0.17
H 1.68 -1.10 -1.37
H 1.87 -5.75 1.72
H 0.04 -7.11 0.73
H -0.84 -6.61 -1.51
H 0.05 -4.73 -2.84
H 2.24 -2.81 -2.69
*
```

F_max   1.1 eV/A
E   -217029.6508 eV
Orbital gap (spin up / spin down)   0.2299 / 0.2460 hartree
Molar mass   764.5 g/mol
Energy above the lowest of the compared OMol25 structures with the same formula, charge and spin   0.0000 eV
⟨S²⟩   3.779

=====

3.
Here is a molecular structure, C34H38BrF5HgI2NO3Sb2 from OMol25. Energies are from the ωB97M-V functional and the def2-TZVPD basis.

Structure (ORCA input):
```
! wB97M-V def2-TZVPD RIJCOSX def2/J DEFGRID3
* xyz -2 2
Hg 0.97 1.54 -1.12
C 1.95 -0.59 -3.51
C 1.91 -1.83 -2.93
C 2.96 -1.90 -1.88
C 3.64 -0.72 -1.88
C 3.04 0.13 -2.89
C 3.71 1.31 -3.48
C 4.86 -0.39 -1.07
C 3.25 -3.09 -1.02
C 1.03 -2.97 -3.28
C 1.15 -0.10 -4.68
H 4.36 0.98 -4.30
H 4.32 1.83 -2.75
H 2.99 2.03 -3.90
H 4.84 0.65 -0.72
H 5.77 -0.52 -1.66
H 4.93 -1.03 -0.19
H 4.25 -3.49 -1.21
H 2.54 -3.90 -1.21
H 3.19 -2.84 0.04
H 1.62 -3.86 -3.53
H 0.40 -2.74 -4.13
H 0.39 -3.25 -2.44
H 1.64 -0.33 -5.63
H 1.01 0.98 -4.63
H 0.15 -0.54 -4.70
C 1.22 2.70 3.31
Sb 0.51 1.09 2.09
C 1.90 -0.27 3.07
C -1.24 0.70 3.40
C -1.17 -0.53 4.24
C -0.71 -0.41 5.56
C -0.61 -1.50 6.42
C -1.00 -2.76 5.96
C -1.46 -2.89 4.66
C -1.54 -1.80 3.78
C -2.02 -2.05 2.37
Sb -0.47 -2.66 0.94
C -0.03 -4.49 2.04
C -1.97 -3.66 -0.24
H 1.18 2.38 4.36
H 0.58 3.56 3.15
H 2.24 2.95 3.04
H 1.71 -0.30 4.15
H 2.91 0.12 2.89
H 1.83 -1.28 2.68
H -2.09 0.71 2.72
H -1.29 1.59 4.03
H -0.44 0.57 5.93
H -0.24 -1.37 7.43
H -0.95 -3.62 6.61
H -1.78 -3.86 4.31
H -2.50 -1.17 1.93
H -2.72 -2.89 2.35
H -0.95 -5.04 2.24
H 0.45 -4.24 2.99
H 0.65 -5.11 1.46
H -2.55 -4.32 0.40
H -1.52 -4.25 -1.04
H -2.62 -2.90 -0.69
I 3.08 2.95 -0.27
I 5.65 4.63 0.61
Br -6.49 0.81 -3.68
C -4.85 -0.10 -3.44
C -4.72 -1.40 -3.91
N -3.59 -2.10 -3.76
C -2.57 -1.50 -3.12
C -2.62 -0.20 -2.64
C -3.79 0.52 -2.81
C -1.40 0.44 -2.01
O -1.10 1.57 -2.43
O -0.77 -0.22 -1.14
H -5.54 -1.89 -4.42
H -1.67 -2.08 -2.98
H -3.85 1.55 -2.47
F -3.04 8.01 -0.82
C -2.36 6.88 -0.47
C -2.43 6.38 0.81
F -3.17 7.03 1.73
C -1.74 5.23 1.15
F -1.85 4.80 2.43
C -0.95 4.48 0.25
O -0.36 3.41 0.58
C -0.90 5.07 -1.05
F -0.14 4.48 -1.99
C -1.58 6.21 -1.40
F -1.49 6.70 -2.65
*
```

F_max   0.7 eV/A
E   -160590.1277 eV
Orbital gap (spin up / spin down)   0.1978 / 0.1843 hartree
Molar mass   1381.5 g/mol
Energy above the lowest of the compared OMol25 structures with the same formula, charge and spin   1.3764 eV
⟨S²⟩   0.768

=====

4.
Here is a molecular structure, C34H38BrF5HgI2NO3Sb2 in a non-equilibrium geometry from OMol25. Energies are from the ωB97M-V functional and the def2-TZVPD basis.

Structure (ORCA input):
```
! wB97M-V def2-TZVPD RIJCOSX def2/J DEFGRID3
* xyz -2 2
Hg -0.44 1.40 0.91
C 2.76 3.47 2.47
C 2.35 2.70 3.51
C 1.00 3.12 3.86
C 0.62 4.19 3.01
C 1.66 4.42 2.15
C 1.75 5.42 1.04
C -0.68 4.94 3.12
C 0.20 2.51 4.96
C 3.09 1.61 4.23
C 4.04 3.41 1.71
H 2.50 6.19 1.26
H 0.79 5.91 0.87
H 2.05 4.93 0.11
H -0.80 5.63 2.29
H -0.72 5.52 4.05
H -1.53 4.26 3.11
H 0.67 2.71 5.93
H 0.17 1.43 4.83
H -0.81 2.90 4.97
H 4.01 1.35 3.71
H 2.48 0.71 4.31
H 3.36 1.92 5.24
H 4.54 4.38 1.71
H 3.85 3.13 0.67
H 4.72 2.67 2.14
C 3.14 -1.99 -2.48
Sb 1.02 -2.06 -1.96
C 1.23 -4.13 -1.33
C 0.59 -2.62 -4.05
C -0.85 -2.73 -4.42
C -1.44 -4.00 -4.42
C -2.77 -4.20 -4.75
C -3.55 -3.11 -5.12
C -2.98 -1.85 -5.14
C -1.64 -1.62 -4.79
C -1.12 -0.22 -4.85
Sb -1.27 0.95 -2.96
C -3.40 0.65 -2.86
C -1.48 2.77 -4.13
H 3.30 -2.54 -3.41
H 3.72 -2.44 -1.68
H 3.46 -0.95 -2.61
H 1.98 -4.63 -1.95
H 0.27 -4.65 -1.41
H 1.55 -4.16 -0.29
H 1.10 -3.58 -4.19
H 1.11 -1.86 -4.63
H -0.83 -4.86 -4.15
H -3.20 -5.20 -4.74
H -4.59 -3.24 -5.39
H -3.58 -1.00 -5.44
H -1.70 0.37 -5.57
H -0.07 -0.18 -5.15
H -3.86 0.90 -3.81
H -3.81 1.28 -2.07
H -3.59 -0.40 -2.62
H -2.28 2.67 -4.86
H -0.54 2.97 -4.65
H -1.70 3.62 -3.47
I -1.35 3.59 -0.21
I -2.31 6.42 -1.28
Br 2.08 -4.71 4.80
C 2.71 -3.22 3.79
C 4.07 -3.03 3.64
N 4.57 -2.00 2.96
C 3.71 -1.14 2.40
C 2.33 -1.27 2.50
C 1.81 -2.33 3.23
C 1.40 -0.27 1.83
O 0.35 0.06 2.44
O 1.74 0.16 0.71
H 4.78 -3.72 4.07
H 4.13 -0.32 1.84
H 0.74 -2.44 3.34
F -5.58 -3.63 2.35
C -4.67 -2.85 1.73
C -3.90 -3.35 0.69
F -4.07 -4.63 0.31
C -2.97 -2.55 0.06
F -2.22 -3.09 -0.92
C -2.74 -1.19 0.41
O -1.88 -0.46 -0.19
C -3.55 -0.74 1.49
F -3.38 0.52 1.92
C -4.47 -1.54 2.13
F -5.19 -1.05 3.15
*
```

F_max   1.4 eV/A
E   -160590.4888 eV
Orbital gap (spin up / spin down)   0.1983 / 0.1982 hartree
Molar mass   1381.5 g/mol
Energy above the lowest of the compared OMol25 structures with the same formula, charge and spin   1.0154 eV
⟨S²⟩   0.767

=====

5.
Here is a molecular structure, C34H38BrLiN3O3PS from OMol25. Energies are from the ωB97M-V functional and the def2-TZVPD basis.

Structure (ORCA input):
```
! wB97M-V def2-TZVPD RIJCOSX def2/J DEFGRID3
* xyz 0 1
Li -0.72 1.30 0.61
C 0.50 -0.68 2.77
O -0.28 0.44 2.39
C -0.36 1.43 3.41
C -1.61 2.24 3.17
O -1.61 2.63 1.81
C -2.43 3.77 1.54
H 0.00 -1.24 3.56
H 1.49 -0.36 3.12
H 0.61 -1.31 1.89
H 0.53 2.06 3.38
H -0.42 0.96 4.40
H -1.60 3.12 3.83
H -2.50 1.65 3.40
H -2.08 4.63 2.12
H -3.47 3.56 1.80
H -2.34 3.97 0.48
C -0.69 -3.82 -1.58
C -1.85 -2.87 -1.28
C -3.20 -3.57 -1.46
C -1.80 -1.59 -2.12
C -1.71 -1.76 -3.64
O -0.69 -0.83 -4.04
C -0.12 -0.38 -2.89
N -0.62 -0.78 -1.80
C 1.00 0.57 -3.06
C 1.23 1.07 -4.34
C 2.21 2.01 -4.58
C 2.97 2.47 -3.52
C 2.77 1.98 -2.24
C 1.79 1.02 -1.98
P 1.56 0.27 -0.31
C 2.72 -1.16 -0.54
C 2.27 -2.43 -0.20
C 3.11 -3.53 -0.31
C 4.41 -3.37 -0.77
C 4.86 -2.11 -1.13
C 4.02 -1.01 -1.02
C 2.57 1.36 0.79
C 2.19 2.70 0.91
C 2.82 3.55 1.81
C 3.84 3.07 2.63
C 4.22 1.74 2.53
C 3.59 0.89 1.62
H -0.62 -4.58 -0.81
H 0.26 -3.27 -1.61
H -0.82 -4.32 -2.54
H -1.76 -2.54 -0.25
H -3.38 -3.80 -2.52
H -4.02 -2.95 -1.11
H -3.22 -4.51 -0.91
H -2.67 -0.99 -1.86
H -2.64 -1.50 -4.16
H -1.40 -2.76 -3.95
H 0.62 0.71 -5.15
H 2.37 2.40 -5.58
H 3.73 3.24 -3.68
H 3.37 2.36 -1.43
H 1.26 -2.56 0.16
H 2.75 -4.52 -0.04
H 5.06 -4.23 -0.85
H 5.87 -1.97 -1.49
H 4.38 -0.03 -1.31
H 1.39 3.09 0.28
H 2.51 4.59 1.87
H 4.33 3.73 3.33
H 5.01 1.35 3.16
H 3.90 -0.15 1.57
Br -2.46 -3.06 2.71
C -3.71 -1.70 2.30
C -5.03 -1.85 2.71
C -5.92 -0.86 2.35
C -5.47 0.23 1.60
C -4.13 0.28 1.26
N -3.26 -0.67 1.61
H -5.33 -2.71 3.28
H -6.96 -0.93 2.64
H -6.15 1.01 1.29
H -3.72 1.10 0.69
S -0.07 4.72 -2.42
C -0.48 3.44 -1.52
N -0.78 2.54 -0.82
*
```

F_max   0.7 eV/A
E   -136860.7989 eV
Orbital gap   0.2711 hartree
Molar mass   686.6 g/mol
Energy above the lowest of the compared OMol25 structures with the same formula, charge and spin   0.0000 eV

=====

Q: Which formula does entry 4 have?
A: C34H38BrF5HgI2NO3Sb2